Below is C17H28N2O3S in the gas phase, with properties calculated with wB97M-V/def2-TZVPD.

Values from the calculation:
multiplicity: 1
total charge: 0
lowest unoccupied orbital energy: 0.7 eV

```
51
C17H28N2O3S (wB97M-V/def2-TZVPD)
C 2.5791 -2.3744 2.3036
O 1.9983 -2.3501 1.0072
C 2.8698 -2.0416 -0.0108
C 3.7693 -2.9785 -0.5048
C 4.5927 -2.6709 -1.5807
C 5.5405 -3.6937 -2.1268
C 4.5060 -1.4088 -2.1618
C 3.6192 -0.4685 -1.6700
C 2.8117 -0.7853 -0.5965
S 1.7133 0.4302 0.1132
O 1.7357 1.6129 -0.6966
O 2.0523 0.5796 1.5054
N 0.2312 -0.3038 -0.0956
C -0.9027 0.6034 -0.1273
C -2.1268 -0.0902 -0.7198
C -3.4035 0.7887 -0.5509
C -4.3862 0.1039 0.4074
C -4.0978 0.9435 -1.9091
N -3.1215 2.1388 -0.0833
C -2.2462 2.3398 1.0742
C -3.0988 2.5168 2.3382
C -1.4601 3.6361 0.8465
C -1.2518 1.1727 1.2464
H 1.8233 -2.7974 2.9628
H 2.8218 -1.3562 2.6210
H 3.4779 -2.9971 2.3260
H 3.8136 -3.9578 -0.0505
H 6.4515 -3.2225 -2.4872
H 5.0779 -4.2136 -2.9658
H 5.7969 -4.4322 -1.3719
H 5.1409 -1.1643 -3.0000
H 3.5387 0.5199 -2.0936
H 0.1301 -1.0564 0.5719
H -0.5740 1.4144 -0.7844
H -1.9423 -0.3039 -1.7728
H -2.2642 -1.0456 -0.2101
H -3.9059 -0.1672 1.3422
H -4.7772 -0.8027 -0.0490
H -5.2138 0.7750 0.6199
H -3.4318 1.4155 -2.6287
H -4.3943 -0.0271 -2.2982
H -4.9836 1.5641 -1.7999
H -2.7635 2.6784 -0.8620
H -2.4566 2.7142 3.1929
H -3.6903 1.6324 2.5469
H -3.7764 3.3555 2.2037
H -2.1428 4.4468 0.6001
H -0.7423 3.5182 0.0370
H -0.9110 3.9071 1.7445
H -0.3424 1.5228 1.7364
H -1.6842 0.3792 1.8610
```

Atom charges from the Löwdin analysis, given in e for atoms 1 to 6: number 1, C, carries -0.057; number 2, O, carries -0.127; number 3, C, carries -0.272; number 4, C, carries 0.041; number 5, C, carries -0.261; number 6, C, carries -0.045

---

Below is a molecular structure, C17H28N4O2 at a distorted geometry, with properties calculated with wB97M-V/def2-TZVPD.

Values from the calculation:
multiplicity: 1
total charge: 0
lowest unoccupied orbital energy: 0.7 eV

```
51
C17H28N4O2 (wB97M-V/def2-TZVPD)
C 2.5994 2.2622 -0.6374
H 3.0309 1.1765 -0.7438
H 2.0527 2.2475 -1.5937
H 3.4283 2.9935 -0.8348
C 1.7785 2.5902 0.3944
N 1.2645 3.9732 0.7944
C 2.1921 5.0199 1.1777
C 1.7091 6.2066 1.4156
H 2.4266 7.0361 1.6300
O 0.7033 6.6365 0.4988
C -0.0167 5.6659 0.3084
C 0.6250 4.4646 -0.3194
H -0.4145 3.6843 -0.6643
H 1.0820 4.5618 -1.1486
H -0.7926 6.1221 -0.6928
H -0.8735 5.5070 1.2093
H 0.9099 5.9773 2.4243
H 2.9336 4.5986 1.9144
H 3.0593 5.0272 0.1317
H 2.6035 2.4443 1.5520
C 0.8014 1.5664 0.7873
C 0.1965 0.9330 -0.1792
C -0.8843 -0.1330 0.1286
N -0.4280 -1.1233 1.0578
C -1.1376 -2.2336 0.9832
C -1.5870 -3.1337 -0.0814
N -1.1872 -4.1369 -0.3989
C -1.3965 -4.6001 -1.5253
N -2.4476 -3.5540 -1.8910
O -2.5026 -2.6916 -0.9885
C -1.0734 -5.7752 -2.2704
C -0.8366 -6.9247 -1.5781
C 0.2463 -6.2869 -2.1214
H 0.8059 -5.6041 -1.6036
H 0.6197 -6.6282 -3.0446
H -0.7837 -6.9886 -0.2865
H -1.1341 -7.9344 -2.0148
H -1.7968 -5.8689 -2.9547
H -0.9498 -2.8503 1.9576
H -2.2598 -1.7360 1.6202
C -0.0191 -0.6603 2.1917
C 1.2623 0.4699 2.0288
H 1.6376 0.8817 2.7204
H 1.9303 -0.0789 1.2251
H 0.6330 -1.3256 2.6743
H -0.7336 -0.1970 2.6107
H -1.5399 -0.5983 -0.8731
H -1.9376 0.3691 0.5233
H -0.1521 1.5575 -1.1271
H 0.9772 0.3901 -0.8148
H 0.0222 2.0105 1.3713
```

Atom charges from the Löwdin analysis, given in e for atoms 1 to 6: number 1, C, carries -0.121; number 2, H, carries 0.146; number 3, H, carries 0.093; number 4, H, carries 0.102; number 5, C, carries -0.368; number 6, N, carries -0.107

---

Below is a molecular structure, C17H28N6NiO6Se at a distorted geometry, with properties calculated with wB97M-V/def2-TZVPD.

Values from the calculation:
⟨S²⟩: 2.1677
multiplicity: 3
total charge: 0
lowest unoccupied orbital energy (alpha / beta): -0.2 / -0.6 eV

```
59
C17H28N6NiO6Se (wB97M-V/def2-TZVPD)
O -0.0414 0.4481 -3.1482
H -0.5486 0.1457 -3.9204
Ni 1.0025 -0.3980 0.0066
N 0.9260 1.3424 0.8210
N 1.9917 0.6103 -1.2944
N -0.4756 -1.1276 0.9990
N 0.4082 -1.8210 -1.1536
O 0.2809 1.6465 1.9222
O -1.0475 -0.5294 2.0662
O 0.9601 -2.0890 -2.3572
O 2.5733 0.0343 -2.2761
C 2.1885 1.9372 -1.0297
C 1.6224 2.3352 0.2128
C -1.0125 -2.2902 0.5984
C -0.5141 -2.6791 -0.6909
C 1.7046 3.6665 0.8608
H 2.1371 3.6034 1.8699
H 0.7041 4.1093 0.9545
H 2.3177 4.3515 0.2682
C 2.9485 2.8110 -1.9575
H 2.6217 2.6354 -2.9868
H 4.0252 2.6155 -1.8805
H 2.7800 3.8666 -1.7224
C -1.9755 -3.0599 1.4282
C -0.9679 -3.8919 -1.4140
H -2.5905 -2.3976 2.0501
H -1.4508 -3.7592 2.0991
H -2.6337 -3.6669 0.7954
H -0.5447 -3.9230 -2.4224
H -2.0654 -3.8988 -1.4696
H -0.6689 -4.7949 -0.8628
H -0.5749 0.4067 2.0563
H 1.6313 -1.3242 -2.4716
C -0.9857 0.7660 -2.1129
H -0.5309 1.5355 -1.4900
H -1.2455 -0.1180 -1.5249
H -1.9101 1.1834 -2.5207
O -3.3658 1.9573 -0.6567
H -4.1325 1.3972 -0.4385
H -3.0756 2.3012 0.2073
C 2.7364 -3.6697 3.3501
N 2.2019 -2.3591 3.6389
C 2.1832 -1.2912 2.7842
Se 2.8858 -1.3207 1.0731
N 1.6034 -0.2672 3.4775
C 1.3521 -0.6477 4.7936
C 0.9919 0.1005 5.9077
C 0.9887 -0.5622 7.1461
C 1.3687 -1.9166 7.2459
C 1.7522 -2.6529 6.1148
C 1.7198 -1.9796 4.9005
H 3.7154 -3.8146 3.8215
H 2.8378 -3.7817 2.2677
H 2.0512 -4.4324 3.7338
H 1.3202 0.6348 3.0605
H 0.7333 1.1500 5.7758
H 0.6909 -0.0273 8.0501
H 1.3701 -2.3896 8.2285
H 2.0802 -3.6932 6.1374
```

Atom charges from the Löwdin analysis, given in e for atoms 1 to 6: number 1, O, carries -0.128; number 2, H, carries 0.092; number 3, Ni, carries 0.287; number 4, N, carries -0.184; number 5, N, carries -0.208; number 6, N, carries -0.070

---

Below is C17H28O6 in the gas phase, with properties calculated with wB97M-V/def2-TZVPD.

Values from the calculation:
multiplicity: 1
total charge: 0
lowest unoccupied orbital energy: 0.5 eV

```
51
C17H28O6 (wB97M-V/def2-TZVPD)
C -7.0124 -1.9588 0.5636
C -5.5876 -2.2101 0.0837
C -4.6099 -1.1016 0.4777
C -4.8608 0.2103 -0.2634
C -3.8978 1.3273 0.1421
C -2.4596 1.0880 -0.3134
C -1.5618 2.2788 0.0164
C -0.1341 2.1260 -0.5090
C 0.6585 1.0356 0.2090
C 2.1018 0.9772 -0.2877
C 2.9036 -0.0992 0.4510
C 2.3909 -1.4848 0.0941
O 2.3022 -1.9237 -1.0215
O 2.0388 -2.1707 1.1758
C 4.4073 -0.0240 0.1144
C 4.9802 1.2855 0.6972
O 5.5151 2.1414 0.0484
O 4.8227 1.3463 2.0111
C 4.7638 -0.1620 -1.3736
C 6.0569 -0.9679 -1.3434
C 6.0155 -1.6658 0.0026
O 6.6937 -2.5724 0.3802
O 5.0717 -1.0998 0.7801
H -7.0299 -1.8113 1.6414
H -7.4374 -1.0784 0.0887
H -7.6461 -2.8098 0.3242
H -5.2359 -3.1518 0.5123
H -5.5848 -2.3218 -1.0031
H -3.5969 -1.4466 0.2624
H -4.6801 -0.9267 1.5541
H -4.7787 0.0374 -1.3392
H -5.8785 0.5468 -0.0583
H -3.9180 1.4439 1.2283
H -4.2498 2.2653 -0.2951
H -2.0694 0.1937 0.1720
H -2.4480 0.9177 -1.3925
H -1.5350 2.4229 1.0990
H -1.9987 3.1785 -0.4238
H 0.3896 3.0770 -0.3843
H -0.1652 1.9043 -1.5778
H 0.6503 1.2309 1.2837
H 0.1876 0.0662 0.0409
H 2.5811 1.9475 -0.1408
H 2.1073 0.7569 -1.3564
H 2.8021 0.0172 1.5335
H 1.7502 -3.0688 0.9448
H 5.2322 2.1481 2.3764
H 4.8873 0.8193 -1.8265
H 3.9799 -0.7122 -1.8918
H 6.1456 -1.6951 -2.1473
H 6.9406 -0.3264 -1.3603
```

Atom charges from the Löwdin analysis, given in e for atoms 1 to 6: number 1, C, carries -0.116; number 2, C, carries -0.271; number 3, C, carries -0.230; number 4, C, carries -0.221; number 5, C, carries -0.220; number 6, C, carries -0.222

---

Q: Which DFT total energy values were calculated for the entries above? A: -38041.2209; -28115.1837; -145693.2404; -30370.3680, in eV.
Q: Which energy above the lowest of the compared OMol25 structures with the same formula, charge and spin values were calculated for the entries above? A: 3.7; 550.7; 0.0; 1.5, in kcal per mole.